(1)
This record from the OMol25 dataset describes a molecular structure, C14H36ClF6NO14S2Zr. The level of theory is wB97M-V/def2-TZVPD.

Geometry (Å):
N (-15.216199, 31.658201, 5.368338)
H (-17.174755, 26.739461, 5.821475)
C (-14.448315, 33.209685, 1.374803)
H (-9.220632, 26.833018, 7.147759)
H (-17.709445, 26.359373, 2.142731)
H (-14.790668, 25.776631, 5.708588)
H (-15.115699, 29.615580, -0.160688)
H (-18.895447, 28.319275, 3.027637)
O (-12.919640, 32.186325, 4.443937)
O (-15.787672, 34.406045, 5.391495)
H (-13.688052, 33.411017, 2.129494)
C (-16.531841, 27.025759, 4.989130)
O (-12.675504, 29.819141, 1.641000)
H (-16.681288, 25.500276, -1.655300)
H (-15.504018, 24.148093, 0.815213)
F (-16.393386, 34.538912, 8.194917)
H (-17.334478, 32.028453, -2.070519)
C (-18.287010, 28.480163, 2.137687)
C (-15.423700, 25.019923, 0.165931)
O (-15.910467, 31.551531, 2.536181)
H (-16.235306, 23.720595, -1.398628)
H (-17.416706, 27.205046, 0.596706)
H (-14.413449, 25.209311, -0.196868)
H (-15.743571, 25.843614, 0.804150)
H (-17.856441, 30.184183, -0.285840)
H (-18.463998, 24.590957, -1.041674)
H (-18.882874, 29.176160, 1.547227)
O (-17.269513, 32.348776, 5.339501)
C (-16.203601, 33.247242, 7.919580)
H (-14.014660, 32.416721, 0.765490)
O (-13.923030, 27.902465, 1.841329)
H (-14.505284, 26.570990, 4.187695)
O (-13.462508, 33.318617, 6.548608)
S (-16.143111, 33.072760, 5.927919)
H (-9.883492, 28.217218, 6.263760)
H (-15.632332, 31.581201, -1.908171)
F (-15.057031, 32.837607, 8.483351)
H (-19.096529, 26.777797, 1.195729)
H (-16.379230, 28.701193, 1.989133)
O (-10.466577, 26.482782, 5.564449)
H (-11.110514, 27.922150, 8.421157)
O (-17.030681, 29.006346, 2.624809)
H (-14.592855, 34.063406, 0.712707)
O (-14.159844, 29.369617, 3.523127)
H (-16.514646, 32.343133, -0.643354)
F (-17.271221, 32.581085, 8.376941)
C (-18.089481, 27.109246, 1.448923)
O (-17.786255, 24.645260, -0.363943)
F (-13.531197, 29.621809, 6.413799)
O (-16.111226, 28.318011, 5.289232)
O (-12.120307, 28.359042, 3.401959)
H (-11.312007, 26.155911, 8.012449)
O (-15.917257, 29.998633, 0.203141)
S (-13.676867, 32.207094, 5.710145)
H (-16.472386, 33.223297, 1.395229)
C (-12.964989, 30.795900, 6.837270)
H (-15.806309, 28.324971, 6.199500)
C (-16.600459, 31.570552, -1.407458)
H (-17.115685, 26.939864, 4.072708)
F (-11.690327, 30.668346, 6.782635)
H (-16.889530, 29.436901, -1.569112)
C (-11.247997, 27.177323, 7.637307)
H (-12.226244, 27.441577, 7.235679)
F (-13.419919, 30.963364, 8.123143)
C (-15.293241, 26.168706, 4.824389)
H (-15.680059, 25.282044, 4.322085)
H (-15.948394, 31.139630, 1.669860)
C (-16.884906, 30.188814, -0.780000)
C (-16.492918, 24.683786, -0.958197)
C (-15.724726, 32.898141, 2.118677)
H (-15.756757, 33.533898, 3.003494)
C (-10.116262, 27.234375, 6.673567)
H (-11.147991, 26.893139, 5.026978)
Cl (-13.162197, 28.922420, 2.589256)
Zr (-16.542762, 30.425499, 4.360739)

Atoms 1-6, force components in eV/Å:
N 1.4 2.6 2.7
H 0.0 -0.5 -0.1
C 1.4 -0.5 0.7
H 0.0 -0.3 -0.4
H 0.2 0.1 -0.1
H -0.4 0.4 0.5

Properties
2S+1: 2
HOMO-LUMO gap (spin up / spin down), Ha: 0.1362 / 0.0924
Largest force on an atom, eV/Å: 8.6
Lowest unoccupied orbital energy (spin up / spin down), eV: -12.23 / -13.42
Molecular weight, Da: 747.234
HOMO (spin up / spin down), eV: -15.936 / -15.936
Total energy, hartree: -3564.39565
Charge: +3



(2)
This record from the OMol25 dataset describes C28H27ClN4O4S in the gas phase. The level of theory is wB97M-V/def2-TZVPD.

Geometry (Å):
H (-7.718291, -2.133829, 0.366684)
C (-1.677997, 3.276524, 2.135722)
H (3.991928, -0.015690, -4.936530)
C (1.768487, 3.798513, 2.718533)
C (-5.048318, -1.821409, 0.102846)
N (-4.839937, 1.674793, 1.023805)
H (4.354655, -1.066015, -1.676932)
C (-2.593723, 2.260392, 1.673378)
C (-7.234721, -2.477025, -0.552683)
O (2.185662, -3.647696, 1.857169)
N (0.405173, 3.959281, 2.682248)
O (-5.880647, -2.797217, -0.331741)
C (3.259356, -0.032566, 1.577557)
C (2.332524, -1.120840, -0.980187)
C (2.174530, 0.052062, 2.443550)
H (-1.151320, 0.690313, 1.588688)
C (2.272002, 2.449064, 2.358511)
C (3.067817, -0.010166, -3.005887)
C (-3.708196, -2.232497, 0.315435)
C (3.387209, 2.366538, 1.531714)
C (-3.103257, -0.005110, 0.993027)
H (4.638395, -1.319095, 0.533475)
H (5.129898, -0.024649, -3.585009)
H (-3.471163, -3.267606, 0.126226)
C (1.678606, 1.281551, 2.829945)
H (4.716193, 1.077537, 0.466836)
C (1.426184, 1.186731, -4.494242)
H (0.862756, -3.445919, -1.412252)
H (0.361984, 1.402057, -4.538396)
H (0.469261, -4.749573, -0.262747)
H (3.759190, -2.112888, 1.860578)
C (-4.451235, 0.403953, 0.790599)
H (1.708560, -0.856985, 2.794443)
C (3.866572, 1.133577, 1.131763)
H (-1.745950, -1.677440, 0.926492)
C (3.338773, -0.756599, -1.871125)
H (1.970452, 2.130374, -4.486749)
C (1.027951, -0.729693, -1.250103)
O (2.478147, 4.739636, 3.005230)
H (2.151474, -4.525394, -0.804650)
H (-7.342373, -1.711624, -1.327121)
H (4.260357, 1.453549, -4.009198)
O (0.287889, -2.276710, 1.165038)
C (1.217340, -4.031775, -0.574666)
H (-7.705706, -3.399818, -0.887131)
C (0.753477, 0.006831, -2.388567)
H (-0.266569, 0.307144, -2.580913)
H (0.235765, -0.984241, -0.567576)
H (-6.418151, -0.153794, 0.205860)
H (-2.092402, 4.258802, 2.380194)
H (1.709334, 0.649638, -5.399094)
C (-2.185723, 0.957814, 1.432019)
C (1.751950, 0.380150, -3.275226)
S (1.525617, -2.920670, 0.815598)
H (3.856742, 3.277823, 1.193215)
H (0.054653, 4.895687, 2.910042)
C (-3.966487, 2.534872, 1.441643)
Cl (-4.585749, 4.123564, 1.708492)
H (0.837164, 1.335001, 3.502079)
C (3.680931, -1.379512, 1.056584)
C (-5.413119, -0.516285, 0.342375)
C (-2.761331, -1.355363, 0.749193)
C (4.179727, 0.369700, -3.935090)
N (2.662862, -1.896538, 0.150275)
N (-0.435180, 3.018764, 2.246757)

Atoms 1-6, force components in eV/Å:
H 0.0 0.0 0.0
C 0.7 0.7 0.3
H 0.1 0.0 -0.1
C 0.0 0.0 0.0
C -0.1 0.4 0.1
N -0.2 0.3 0.1

Properties
2S+1: 1
HOMO-LUMO gap, Ha: 0.2924
Largest force on an atom, eV/Å: 1.2
Lowest unoccupied orbital energy, eV: -0.17
Molecular weight, Da: 551.068
HOMO, eV: -8.121
Total energy, hartree: -2461.54831
SMILES string: COc1ccc2cc(/C=N/NC(=O)c3ccc(CN(c4ccc(C)c(C)c4)S(C)(=O)=O)cc3)c(Cl)nc2c1



> Which of these has the lowest largest force on an atom?

C28H27ClN4O4S



> Number 1 is which compound?

C14H36ClF6NO14S2Zr